50
Properties=species:S:1:pos:R:3:lowdin_spin:R:1 method="wB97M-V/def2-TZVPD" s2=2.3354 total_energy_ha=-2385.27712 total_charge=+2 e_above_lowest_kcal_mol=60.0 fmax_ha_per_bohr=0.0975 spin_multiplicity=3 homo_lumo_gap_ha="0.184 / 0.166"
Au -0.0569 -0.2601 -2.5472 0.443
I -0.0451 -2.9058 -2.0902 0.390
Cl -0.1837 -4.8486 -0.2335 0.606
P -2.0741 0.1292 -1.1771 0.275
P 1.9250 0.1220 -1.0861 0.292
O 0.9899 2.1676 4.1432 0.000
O -0.0534 2.5097 -2.9278 -0.203
N 0.6005 0.8119 5.9334 0.000
N -0.3450 -0.7026 1.4598 0.006
C 2.2918 1.4520 0.1156 0.048
C -0.0958 0.2374 2.3750 0.000
C 0.6200 1.0883 4.5915 0.000
C -0.0526 1.4194 -5.1119 -0.042
C 0.2372 -1.4044 4.1009 0.000
C 0.2203 -0.0585 3.7152 0.000
C -3.3101 0.6390 -2.4119 0.049
C -0.0218 -2.3832 3.1509 0.000
C -0.0487 1.5046 -3.6123 -0.105
C -2.8141 -1.3769 -0.4966 0.036
C -0.2843 -1.9750 1.8386 -0.001
C 3.2135 0.5085 -2.3165 0.049
C -2.3911 1.4208 0.0671 0.043
C 2.5602 -1.3933 -0.3094 0.039
H -3.8622 -1.4448 -0.8059 0.006
H 0.0362 0.0581 6.2903 0.000
H -0.9660 0.8741 -5.4258 0.003
H 3.6090 -1.5341 -0.5969 0.007
H -2.0504 2.3884 -0.3180 0.000
H 3.0112 1.5007 -2.7395 0.000
H 1.9124 2.4019 -0.2825 0.001
H -3.4725 1.4803 0.2638 0.012
H -0.1370 1.2742 2.0274 0.000
H -2.2844 -2.2603 -0.8699 0.004
H -0.0456 2.4429 -5.5332 -0.005
H 4.1921 0.5063 -1.8176 0.012
H -1.8741 1.2163 1.0048 0.000
H -0.4448 -2.7348 1.0749 -0.002
H -3.0519 1.6357 -2.7872 0.000
H 1.8439 1.2756 1.0997 0.000
H -4.3049 0.6624 -1.9486 0.012
H 0.4702 -1.6661 5.1291 0.000
H 3.1903 -0.2374 -3.1177 0.003
H 2.4488 -1.3552 0.7786 0.000
H 1.9897 -2.2638 -0.6596 0.004
H 0.8568 0.8636 -5.4151 0.003
H -2.7320 -1.3975 0.5913 0.001
H 0.7202 1.6020 6.5438 0.000
H -0.0205 -3.4458 3.3635 0.000
H -3.3022 -0.0679 -3.2458 0.002
H 3.3860 1.5230 0.2252 0.013



53
Properties=species:S:1:pos:R:3:lowdin_charge:R:1 method="wB97M-V/def2-TZVPD" total_energy_ha=-1489.04800 total_charge=+2 fmax_ha_per_bohr=0.0693 homo_lumo_gap_ha=0.055
S -4.8066 -1.7292 -1.6687 1.032
Mg 3.0143 3.5929 1.4883 1.517
O -4.3415 -2.8548 -0.4878 -0.301
O -4.2888 -0.2187 -1.2028 -0.344
O -2.9887 -2.7485 -0.1671 -0.191
O -6.2841 -1.6925 -1.5587 -0.359
C -0.0156 2.1328 0.6917 -0.216
C 2.0801 2.1198 -0.8270 -0.199
C 5.9792 -0.8708 0.3899 -0.236
C 5.0007 -0.5749 -0.8217 -0.171
C 0.5177 1.9662 -0.7661 -0.185
C -4.3659 0.0092 0.2244 -0.255
C -1.5059 1.6600 0.8892 -0.169
C -2.4195 2.1439 -0.2906 -0.199
C 4.2206 0.7494 -0.4508 -0.222
C 2.7206 0.6808 -0.8712 -0.179
C -1.4592 -4.5203 0.4312 -0.062
C 5.2501 -1.6783 1.5265 -0.096
C -4.8104 1.4458 0.6030 -0.140
C -2.2130 -3.8135 -0.7575 -0.208
C -3.8410 2.5989 0.1526 -0.171
H -3.7150 3.2711 1.0305 0.112
H -1.4131 -3.3156 -1.3536 0.117
H 4.2249 -1.3585 -0.9218 0.108
H -4.9346 1.4561 1.7051 0.122
H 0.0990 2.7373 -1.4438 0.122
H 5.0071 -1.0441 2.3993 0.063
H 5.9294 -2.4686 1.9010 0.082
H -3.4218 -0.2932 0.7296 0.105
H -0.7393 -5.2523 0.0288 0.082
H 4.7364 1.6258 -0.8997 0.119
H -4.3181 3.1740 -0.6605 0.117
H -5.1408 -0.6786 0.6376 0.124
H 2.4089 2.6884 -1.7184 0.143
H 6.9377 -1.3044 0.0622 0.110
H 0.6984 1.5939 1.3656 0.104
H -0.9699 -3.7508 1.0616 0.073
H -1.8352 2.0399 1.8767 0.123
H -2.8027 -4.5180 -1.3636 0.133
H -2.2368 -5.0287 1.0381 0.087
H 5.6178 -0.4564 -1.7293 0.120
H 6.2158 0.1340 0.8139 0.089
H -2.4056 1.3982 -1.1076 0.114
H 4.2359 0.9021 0.6667 0.090
H 0.2308 0.9934 -1.2175 0.143
H 4.3291 -2.1171 1.0946 0.070
H 2.4441 2.5763 0.1574 -0.046
H 0.0738 3.2261 0.9486 0.106
H -1.9186 3.0520 -0.7038 0.105
H -5.8120 1.6176 0.1693 0.125
H -1.4674 0.5540 0.9860 0.112
H 2.1482 0.0847 -0.1280 0.131
H 2.5477 0.2901 -1.8918 0.150



104
Properties=species:S:1:pos:R:3:lowdin_spin:R:1 method="wB97M-V/def2-TZVPD" s2=0.7593 total_energy_ha=-2679.99605 e_above_lowest_kcal_mol=45.2 fmax_ha_per_bohr=0.0879 spin_multiplicity=2 homo_lumo_gap_ha="0.226 / 0.244"
Ir 0.7761 -0.8078 -1.6539 0.759
P 1.4470 2.3317 0.6408 0.004
P -2.0214 -2.5848 -0.9386 0.002
O 1.5217 1.3579 -0.4917 0.032
O 2.3009 -4.1688 -0.5023 0.023
O 1.6222 -2.7881 -2.1381 0.045
N -0.9386 -1.4649 -0.9372 0.003
N 3.1893 -0.5291 -1.7823 0.011
C -0.2531 -5.7245 -2.8023 0.000
C 3.9417 -2.8854 -1.6875 0.000
C 3.1030 2.6418 3.0683 0.000
C 1.2177 4.7392 -0.8338 0.000
C -3.7676 -2.4151 3.2881 0.000
C -1.0251 1.2043 1.1235 0.002
C 4.1275 -1.4707 -1.1525 0.001
C 3.7086 4.4028 -1.7647 0.000
C 2.6701 3.7264 -2.6565 0.000
C -1.4939 -4.2867 -1.3354 0.001
C 2.1003 4.0132 0.1873 0.001
C -2.8141 -2.6653 0.6904 -0.001
C -2.4743 -2.8723 3.0647 0.000
C 2.2873 2.4829 4.3490 0.000
C 2.3840 0.2896 2.3697 0.000
C -2.1973 3.8073 2.1614 0.000
C -0.6996 3.4571 2.2329 0.000
C -2.3766 1.3120 1.8403 0.000
C -5.3073 -2.8973 -3.3667 0.000
C -1.9943 -2.9904 1.7726 0.000
C -3.0237 2.6642 1.5437 0.000
C 0.1840 0.2884 -3.3394 0.074
C 1.5520 0.2140 3.6461 0.000
C -4.5841 -2.0938 2.2145 0.000
C -0.6334 -6.8237 -2.0463 0.000
C 2.4999 -3.3452 -1.3838 0.011
C -0.6967 -4.4587 -2.4623 0.000
C -3.3155 -2.2685 -2.1847 0.001
C -4.1037 -0.9138 -4.0038 0.000
C -0.3304 2.5774 1.0453 0.000
C -1.4692 -6.6587 -0.9528 0.000
C -3.1639 -1.1678 -3.0165 0.001
C 1.2331 4.0439 -2.1957 0.000
C 3.5565 3.9038 -0.3267 0.000
C 2.6627 1.7300 1.9178 0.001
C -4.1068 -2.2053 0.9177 0.000
C -4.3854 -3.1419 -2.3623 0.000
C -5.1739 -1.7788 -4.1783 0.000
C -1.8963 -5.3909 -0.5906 0.000
C 2.2120 1.0170 4.7619 0.000
H 3.0859 3.6866 2.7526 0.000
H -2.3318 4.7160 1.5698 0.000
H 3.9472 -1.4716 -0.0742 0.000
H 3.5147 1.6617 1.2287 0.000
H -0.4963 2.9127 3.1566 0.000
H 0.5519 0.6191 3.4690 0.000
H -0.6796 3.0768 0.1332 0.000
H -3.9941 -0.0470 -4.6416 0.000
H -4.7348 -1.9374 0.0779 0.000
H -6.1295 -3.5814 -3.5317 0.000
H 2.8114 4.0394 -3.6916 0.000
H 3.3189 0.4092 -1.4173 0.000
H -2.5630 4.0255 3.1671 0.000
H -1.1669 0.8177 0.1133 0.003
H -4.1314 -2.2972 4.3003 0.000
H -0.1086 4.3770 2.2422 0.000
H 4.6462 -3.5601 -1.2031 0.000
H 4.2304 4.4559 0.3315 0.000
H 3.3503 -0.5060 -2.7841 0.000
H 0.4064 -5.8542 -3.6497 0.000
H 0.7331 4.6898 -2.9203 0.000
H -2.2484 1.2193 2.9234 0.000
H -0.3759 1.2209 -3.3121 0.015
H -0.3908 0.4780 1.6336 0.000
H -3.0218 0.4942 1.5133 0.000
H -5.5947 -1.7478 2.3888 0.000
H 0.1915 4.8212 -0.4714 0.000
H 0.6659 3.1146 -2.1295 0.000
H 0.4366 -0.0173 -4.3512 0.007
H -1.8411 -3.1307 3.9036 0.000
H 2.0797 4.5994 1.1115 0.000
H 3.3435 -0.2028 2.5595 0.000
H -4.0413 2.6848 1.9375 0.000
H -4.4827 -4.0054 -1.7159 0.000
H -2.5378 -5.2611 0.2716 0.000
H 1.2771 2.8668 4.1916 0.000
H -0.4035 -3.5923 -3.0375 0.000
H -0.2818 -7.8121 -2.3110 0.000
H 2.7502 3.0736 5.1427 0.000
H 1.6398 0.9192 5.6862 0.000
H 1.5907 5.7616 -0.9367 0.000
H 5.1647 -1.1514 -1.3178 0.000
H 3.8752 2.8583 -0.3164 0.000
H -2.2914 -0.5371 -2.8905 0.002
H 4.7143 4.1663 -2.1181 0.000
H 2.8270 2.6460 -2.6141 0.000
H 4.1448 2.3943 3.2956 0.000
H -1.7749 -7.5180 -0.3699 0.000
H 1.8915 -0.2548 1.5587 0.000
H 4.0990 -2.9067 -2.7684 0.000
H -5.8964 -1.5879 -4.9607 0.000
H 3.2213 0.6382 4.9477 0.000
H 1.4447 -0.8307 3.9429 0.000
H -3.1012 2.7971 0.4615 0.000
H -0.9818 -3.3259 1.5814 0.000
H 3.5966 5.4881 -1.8080 0.000



70
Properties=species:S:1:pos:R:3:lowdin_charge:R:1 method="wB97M-V/def2-TZVPD" total_energy_ha=-3971.72343 total_charge=+4 e_above_lowest_kcal_mol=297.7 fmax_ha_per_bohr=0.3628 homo_lumo_gap_ha=0.215
Br 0.8482 1.1153 -3.2356 1.030
O 1.5749 5.8710 -2.3993 0.155
N -2.1172 0.8662 -3.1278 -0.054
N 3.1707 -0.3025 -1.6970 -0.072
N -3.4372 -2.2514 3.0694 -0.086
N 0.7882 -1.9618 4.7388 -0.069
N 2.1851 3.5226 -2.6322 -0.003
C -3.2081 -2.5207 0.7179 0.059
C -3.6753 -2.8157 4.4233 0.047
C 0.7076 -2.6646 5.9764 0.017
C -3.5236 -3.0430 1.9890 0.050
C -2.7461 -0.3985 1.7186 0.064
C 2.1166 -0.9205 0.7925 -0.125
C 1.1716 4.6689 -2.5045 -0.263
C -3.3091 0.6436 -1.0114 0.014
C 3.6855 -0.0150 -3.0562 0.026
C 2.1489 -0.6655 3.3098 0.065
C -1.4528 -0.2803 -2.7862 -0.063
C -3.0599 -0.9438 3.0033 0.040
C -2.6248 -0.4868 -0.7430 -0.167
C 3.0631 3.4947 -3.8492 0.025
C -1.6363 -0.9324 -1.5741 0.017
C 3.3922 -1.2804 0.4423 0.057
C 1.5093 -1.2101 2.1250 -0.104
C 0.4545 -2.0383 2.3747 0.012
C 0.1274 -2.4773 3.6440 0.035
C -0.2775 4.1936 -2.6818 0.003
C 3.9936 -0.8406 -0.7823 0.075
C -1.7405 1.7947 -4.1614 -0.109
C 1.8674 0.0107 -1.4689 -0.206
C 1.3063 -0.2935 -0.2493 0.056
C -2.8718 -1.2112 0.5550 -0.131
C -3.1069 1.2956 -2.1829 0.089
C 1.8392 -1.0620 4.5653 0.054
H 1.3096 0.4500 -2.2827 -0.498
H 3.1696 2.4634 -4.1855 0.062
H -3.9964 -3.9993 2.1571 0.168
H -4.0506 1.0768 -0.3565 0.154
H -2.4555 0.6364 1.6147 0.133
H -0.5504 3.1389 -2.7151 -0.013
H -4.7310 -3.0238 4.5978 0.132
H -1.1874 -1.8951 -1.3792 0.145
H -3.0075 -3.6771 4.4282 0.102
H 5.0273 -0.9913 -1.0562 0.157
H -3.2906 -2.1983 5.2350 0.111
H 3.0078 -0.0642 3.0509 0.141
H 0.6981 -1.9083 6.7613 0.128
H -0.8930 2.4270 -3.8967 -0.033
H 4.0531 -1.7960 1.1233 0.140
H -0.7693 4.8015 -3.4413 0.127
H 1.6604 2.6681 -2.5115 -0.058
H -0.6244 -3.2142 3.8852 0.132
H -0.7915 4.5350 -1.7833 0.111
H -2.5150 2.5024 -4.4572 0.131
H 4.0226 3.8484 -3.4719 0.119
H -0.1827 -3.2881 5.8945 0.104
H -0.7520 -0.5565 -3.5602 0.096
H -3.5912 2.2556 -2.2846 0.158
H -0.0652 -2.4978 1.5469 0.129
H -1.4268 1.3074 -5.0846 0.121
H 3.2303 -0.7590 -3.7099 0.129
H -3.4122 -3.1579 -0.1299 0.150
H 2.7900 4.2872 -4.5460 0.127
H 0.2472 -0.2552 -0.0412 0.092
H 2.6195 -0.8877 5.2914 0.169
H 4.7705 -0.0714 -2.9690 0.118
H 3.3639 1.0057 -3.2633 0.019
H 2.7950 3.5963 -1.8305 0.172
H 1.5219 -3.3459 6.2230 0.134
H -3.1571 -0.2740 3.8449 0.155



20
Properties=species:S:1:pos:R:3:lowdin_charge:R:1 method="wB97M-V/def2-TZVPD" total_energy_ha=-419.67000 total_charge=+1 e_above_lowest_kcal_mol=54.5 fmax_ha_per_bohr=0.0611 homo_lumo_gap_ha=0.304
O 1.9788 -0.1616 1.2094 0.153
N -2.5448 -0.4122 0.3061 0.084
N -0.5891 0.5545 -0.1141 0.098
C -0.7087 -2.0253 -0.1867 0.005
C 2.3137 1.5176 -0.2914 -0.002
C -2.7378 0.9499 0.5305 -0.069
C -1.2504 -0.6155 -0.0554 -0.354
C 1.7479 0.1513 -0.0072 -0.148
C -1.5426 1.5207 0.2552 -0.101
H -1.3927 2.5299 0.3932 0.086
H 3.3047 1.4688 -0.7026 0.107
H -0.8117 -2.2872 -1.2097 0.073
H 1.5497 2.0105 -0.9227 0.108
H -1.1157 -2.8387 0.5234 0.130
H -3.7234 1.3875 0.7841 0.138
H 0.3873 -1.9428 -0.1098 0.040
H 1.6804 -0.5010 -0.9516 0.180
H 2.2914 1.9496 0.6585 0.076
H 1.9527 -1.1466 1.3723 0.184
H -3.2684 -1.1471 0.6202 0.212



17
Properties=species:S:1:pos:R:3:lowdin_charge:R:1 method="wB97M-V/def2-TZVPD" total_energy_ha=-380.13515 e_above_lowest_kcal_mol=126.5 fmax_ha_per_bohr=0.0493 smiles=CN(N)CCOO homo_lumo_gap_ha=0.348
O 2.3164 -1.1930 0.0294 -0.174
O 3.1813 -0.1247 0.5207 -0.047
N -1.0714 1.6436 0.5107 0.019
N -0.9235 0.5920 -0.4515 -0.300
C 0.4886 0.2183 -0.6982 -0.174
C -1.9046 -0.4750 -0.2924 -0.112
C 0.9203 -0.7683 0.3736 -0.165
H -1.7293 -1.2757 -1.0181 0.086
H -2.9139 -0.0884 -0.4709 0.078
H 1.1284 1.1088 -0.6751 0.117
H -1.8715 2.2333 0.2689 0.077
H 3.6474 0.0414 -0.3149 0.098
H 0.3480 -1.6983 0.3482 0.114
H 0.5671 -0.2503 -1.6851 0.120
H -1.8802 -0.9052 0.7154 0.073
H 0.9397 -0.3519 1.3849 0.122
H -1.2428 1.2933 1.4543 0.067



11
Properties=species:S:1:pos:R:3:lowdin_charge:R:1 method="wB97M-V/def2-TZVPD" total_energy_ha=-459.77150 e_above_lowest_kcal_mol=24.5 fmax_ha_per_bohr=0.0637 smiles=C[C@@H]1CP1 homo_lumo_gap_ha=0.378
P -1.8319 -0.4794 0.1347 0.856
C -0.8155 1.1351 0.0268 -0.415
C 1.1831 -0.7661 0.0210 -0.076
C -0.1705 0.0118 -0.6237 -0.589
H -0.4949 1.2667 1.0408 0.045
H -1.1690 1.9602 -0.5578 0.059
H 0.8766 -1.2356 0.9561 0.030
H -0.2522 0.3337 -1.6679 0.082
H -0.8555 -0.8355 1.1005 -0.113
H 1.8763 0.0296 0.3173 0.053
H 1.6536 -1.4205 -0.7477 0.067



25
Properties=species:S:1:pos:R:3:lowdin_charge:R:1 method="wB97M-V/def2-TZVPD" total_energy_ha=-601.71688 total_charge=+2 e_above_lowest_kcal_mol=60.1 fmax_ha_per_bohr=0.1167 homo_lumo_gap_ha=0.289
N 2.0897 0.1808 -2.6679 0.219
N -1.4304 0.6366 0.8939 0.118
N -0.2234 -0.8949 2.9495 0.042
N 0.2502 -1.5239 3.9146 0.170
N -1.4786 -0.7701 2.8182 0.117
N -3.5051 -0.0844 1.5878 0.158
C -2.1284 -0.1332 1.7116 -0.323
C 2.8894 0.3477 -3.4790 0.034
C 1.1468 -0.1807 -0.5431 0.125
C 3.9405 0.6212 -4.3336 0.014
C 1.0405 0.1714 -1.8272 -0.123
C -3.6078 0.7607 0.5787 -0.108
C -2.4157 1.1229 0.0697 -0.075
H 1.9974 -0.4786 -0.0348 0.056
H 3.9987 -0.1452 -5.1815 0.152
H 0.3873 0.0015 0.2364 0.037
H 1.2786 -1.3611 3.9869 0.183
H 0.1094 0.5049 -2.0828 0.096
H 4.9231 0.2857 -3.7981 0.168
H -4.5290 0.8898 -0.0185 0.155
H -0.2283 -1.8823 4.7191 0.153
H 3.9606 1.7108 -4.5928 0.142
H -4.2757 -0.4793 2.1599 0.205
H -2.0289 1.6693 -0.6646 0.076
H -2.1609 -0.9696 3.5975 0.209